No. 1
A structure of composition C32H80F2KNO20S2 in a non-equilibrium geometry. Source: the Open Molecules 2025 dataset; level of theory: wB97M-V/def2-TZVPD.

Last column: Mulliken charge in e.
Element x y z (Å)
O1 8.982 6.592 1.519  -0.287
H1 13.223 7.346 0.664  0.147
O2 3.612 6.959 7.236  -0.342
H2 4.876 14.057 8.283  0.364
C1 2.384 7.670 7.368  -0.651
H3 7.527 3.603 4.130  0.480
H4 4.798 7.479 5.138  0.243
H5 8.292 4.795 -4.800  0.431
C2 1.457 9.875 2.746  -0.730
O3 5.723 3.856 -0.794  -0.389
O4 14.877 4.601 -0.315  -0.377
C3 10.610 6.554 -1.730  -0.232
O5 7.007 13.491 -0.653  -0.421
C4 14.802 7.764 2.490  -0.543
H6 15.513 7.635 3.302  0.312
H7 10.423 7.233 -2.563  0.271
C5 6.544 4.641 0.041  -0.471
H8 5.217 6.448 8.280  0.300
H9 9.512 3.761 -2.938  0.412
C6 5.047 12.122 7.251  0.031
C7 5.622 13.114 -0.569  -0.245
H10 5.638 11.395 4.793  0.071
O6 5.511 4.062 2.152  -0.479
H11 5.541 12.574 -1.517  0.338
C8 8.525 3.657 6.427  -0.722
H12 6.332 7.815 4.539  -0.171
C9 6.482 11.914 5.251  -0.220
C10 4.619 14.236 -0.561  -0.535
H13 2.748 15.469 8.188  0.306
H14 14.802 2.706 0.468  0.282
H15 3.265 10.468 1.083  0.254
H16 6.250 7.522 -0.501  -0.181
H17 2.159 10.565 3.227  0.268
C11 5.657 8.117 5.342  -0.005
H18 0.793 10.483 2.129  0.326
O7 8.888 4.637 5.432  -0.225
H19 5.424 12.435 0.265  0.217
H20 8.713 6.906 -6.368  0.329
H21 7.414 5.082 10.247  0.337
H22 5.674 11.609 7.985  0.234
O8 4.963 15.158 0.402  -0.285
H23 3.678 16.718 -0.324  0.314
O9 6.006 12.712 6.357  -0.491
H24 3.730 12.844 8.809  0.367
H25 8.918 12.917 -0.827  0.307
H26 3.421 8.092 -0.816  0.429
O10 7.898 5.303 8.124  -0.062
H27 7.153 2.633 -1.575  0.142
H28 7.480 6.606 9.591  0.188
C12 2.290 14.617 7.675  -0.786
H29 13.880 7.388 2.949  0.093
O11 5.025 9.247 -0.202  -0.074
O12 8.474 9.700 0.941  -0.608
N1 9.120 8.728 3.245  -0.417
F1 10.574 6.723 3.329  -0.411
H30 2.580 8.746 7.401  0.220
H31 4.395 11.369 6.803  0.086
H32 4.341 3.599 3.818  0.341
C13 9.662 4.833 -3.071  -0.486
C14 3.800 8.550 0.099  0.163
H33 6.793 5.559 -0.500  -0.173
H34 1.861 7.543 6.421  0.257
H35 9.216 2.827 6.247  0.345
H36 13.480 4.919 1.287  0.298
H37 4.835 14.793 -1.483  0.315
O13 2.178 8.919 1.977  -0.327
H38 3.636 13.758 -0.535  0.322
O14 10.857 8.092 1.353  -0.655
H39 6.855 9.056 -1.128  0.151
C15 7.970 12.481 -0.516  -0.448
H40 6.753 5.759 1.816  -0.130
C16 4.669 4.440 3.200  -0.603
C17 8.750 4.210 7.816  -0.633
H41 5.060 5.138 3.945  -0.002
H42 4.268 7.745 9.067  0.396
O15 9.790 5.416 -1.810  -0.316
C18 5.958 8.461 -0.971  -0.598
H43 5.356 9.122 5.041  -0.096
H44 6.188 1.923 -0.240  0.264
H45 1.701 15.102 6.899  0.228
H46 7.462 5.212 4.045  -0.100
H47 5.064 5.777 1.126  -0.069
C19 5.955 5.186 1.345  1.068
C20 13.803 5.286 0.310  0.278
H48 7.537 4.212 0.195  0.555
H49 0.958 9.389 3.582  0.247
O16 15.144 7.158 1.243  -0.442
H50 10.470 7.073 -0.783  -0.156
H51 9.522 8.060 -5.478  0.265
O17 8.611 6.789 -4.212  -0.300
H52 4.742 9.272 7.238  -0.439
S1 9.796 7.600 2.181  1.042
H53 2.140 9.838 0.020  0.307
H54 8.575 3.421 8.553  0.393
C21 8.228 4.441 4.171  -0.494
H55 4.445 16.933 1.214  0.255
H56 7.564 3.192 6.205  0.424
H57 6.020 9.044 8.363  0.601
H58 3.149 15.802 1.213  0.308
H59 9.009 5.812 9.821  0.389
H60 11.681 6.326 -1.722  0.179
H61 5.476 2.102 -1.827  0.254
C22 4.234 13.249 7.921  -0.783
H62 8.002 12.065 0.492  0.126
H63 9.816 4.442 7.899  0.368
C23 5.451 8.522 7.592  0.202
S2 8.056 9.132 2.204  1.112
H64 7.769 11.631 -1.177  0.217
H65 13.615 3.037 -0.777  0.247
C24 2.804 9.511 0.827  -0.595
H66 12.955 5.191 -0.377  -0.136
H67 10.576 5.013 -3.645  0.345
H68 1.763 7.379 8.215  0.311
C25 8.484 5.389 -3.902  -0.620
H69 15.303 2.785 -1.226  0.262
C26 6.160 2.570 -1.120  -0.554
H70 1.695 14.004 8.357  0.320
C27 14.081 6.766 0.320  -0.198
H71 7.515 5.276 -3.410  0.275
H72 14.508 8.799 2.300  0.319
O18 6.737 8.549 2.183  -0.248
C28 9.283 6.996 -5.436  -0.806
H73 10.149 6.348 -5.581  0.309
H74 6.796 12.709 4.577  0.330
C29 7.981 5.639 9.497  -0.889
O19 3.237 13.756 7.106  -0.238
C30 14.650 3.234 -0.479  -0.685
H75 5.613 8.200 -1.976  0.467
H76 7.252 11.194 5.533  0.153
H77 14.352 7.053 -0.696  0.322
H78 4.082 7.707 0.735  -0.294
C31 3.954 16.187 0.587  -0.806
H79 8.933 4.308 3.354  0.270
H80 3.670 4.739 2.865  0.390
K1 8.926 7.740 5.779  0.930
F2 7.659 10.479 3.046  -0.409
C32 4.640 7.356 8.112  -0.812
O20 6.383 8.070 6.581  -0.121

Results
Spin multiplicity = 1
Maximum force = 9.50 eV Å⁻¹
Energy relative to the best compared isomer or geometry (same formula, charge and spin) = 1.5227 eV
Orbital gap = 8.1 eV
HOMO level = -8.70 eV

---

No. 2
A structure of composition C32H81B2N2O24P5 in a non-equilibrium geometry. Source: the Open Molecules 2025 dataset; level of theory: wB97M-V/def2-TZVPD.

Last column: Mulliken charge in e.
Element x y z (Å)
O1 -1.263 -1.544 1.538  -0.475
O2 0.530 3.313 3.198  -0.728
P1 0.846 4.769 3.448  1.303
H1 -4.735 3.048 -0.798  0.279
H2 -3.864 -10.087 -8.640  0.304
H3 1.461 5.689 -3.235  0.369
H4 4.811 5.112 2.057  0.422
O3 -5.190 -4.696 -2.677  -0.384
C1 -0.865 2.937 5.872  -1.084
H5 -7.200 -1.205 -1.299  0.232
O4 -4.218 -7.508 -7.967  -0.395
C2 -0.324 6.250 -2.155  -0.206
C3 -4.108 -6.216 -8.581  -0.163
B1 -4.042 -3.941 -2.441  0.798
O5 8.345 0.232 6.020  -0.291
H6 -3.886 2.218 -3.621  0.319
H7 -3.292 -5.012 -4.788  0.015
H8 1.622 -0.133 -1.314  0.420
H9 8.862 2.542 7.446  0.236
H10 1.971 -0.449 0.403  0.298
H11 -5.630 3.443 -2.262  0.261
O6 -3.812 5.530 -1.262  -0.456
H12 9.265 -0.972 4.610  0.296
H13 5.283 -0.883 8.668  0.299
H14 -1.503 -2.729 -2.739  -0.181
H15 -4.678 7.434 -3.960  0.401
H16 -0.024 7.364 4.842  0.270
O7 1.192 6.405 3.466  -0.479
C4 4.766 -0.129 6.716  -0.377
C5 -4.942 2.720 -1.820  -0.625
H17 2.878 6.742 5.630  0.202
O8 -3.964 -2.580 -2.840  -0.616
H18 0.099 5.868 -1.226  0.209
C6 -3.255 -5.370 -0.740  -0.328
H19 -4.489 -5.455 -7.900  0.245
H20 -5.429 1.754 -1.772  0.078
C7 0.377 5.673 -3.371  -1.115
O9 -5.369 0.462 0.562  -0.562
N1 -6.593 -1.360 -0.489  -0.557
H21 -0.908 -5.167 -5.030  0.295
C8 0.056 -2.085 -1.360  -0.899
H22 -1.296 -6.256 -0.462  0.317
H23 3.978 0.473 7.173  0.331
H24 3.195 3.313 2.780  0.235
H25 -4.075 -4.970 -0.114  0.357
H26 1.404 2.059 -0.217  0.427
H27 7.627 3.340 8.438  0.402
O10 -2.933 -4.517 -1.860  -0.259
H28 7.348 3.989 6.107  0.408
H29 -3.517 7.518 -1.764  0.269
C9 -1.408 -5.999 -4.528  -1.050
O11 -2.126 -0.905 -1.790  -0.178
O12 -0.177 4.966 4.726  -0.473
H30 -4.480 0.424 0.951  0.310
C10 -1.951 -5.562 0.097  -0.835
C11 9.490 -0.106 5.241  -0.394
H31 1.391 8.230 4.306  0.378
H32 -5.258 -4.777 -3.644  0.273
H33 -2.951 1.954 -2.152  0.167
O13 -4.616 -0.380 -1.643  -0.160
H34 -0.676 -1.177 -3.213  0.348
C12 -4.312 6.510 -3.505  -0.942
O14 -1.729 6.010 -2.210  -0.437
O15 7.215 2.161 5.258  -0.373
C13 7.019 2.993 6.411  -0.079
H35 0.906 -3.540 1.420  0.231
H36 -7.166 -1.099 0.316  0.230
C14 -1.126 -1.756 -2.379  0.157
C15 -0.209 -1.683 1.023  0.061
C16 -3.664 2.629 -2.636  -0.284
H37 1.892 -2.023 1.719  0.347
O16 6.526 -0.928 5.003  -0.785
P2 -2.411 4.668 -1.530  1.367
H38 1.680 7.580 6.636  0.412
P3 6.921 0.513 5.224  1.142
C17 5.141 -1.262 7.653  -1.100
H39 -1.680 3.712 4.014  0.295
C18 -2.735 -5.846 -9.101  -0.941
O17 5.877 0.739 6.486  -0.359
O18 -1.996 -8.303 -7.614  -0.296
O19 -1.131 3.884 -1.389  -0.691
H40 0.068 4.648 -3.577  0.267
C19 0.892 -2.488 1.763  -1.127
H41 -2.650 -11.015 -9.529  0.397
C20 9.975 1.058 4.392  -0.967
H42 -1.805 -10.333 -7.252  0.304
C21 1.163 -0.164 -0.303  -0.893
H43 -3.454 -6.657 -4.212  0.400
H44 -3.362 6.270 -3.978  0.228
C22 7.792 2.599 7.652  -1.061
H45 -2.783 -4.882 -9.613  0.393
C23 -2.881 -6.022 -4.888  0.111
H46 -5.009 5.705 -3.744  0.223
H47 -1.424 -4.595 0.235  -0.016
C24 1.813 6.831 5.851  -0.919
H48 10.909 0.802 3.890  0.408
O20 -2.818 -8.591 -5.366  -0.792
C25 0.641 1.282 -0.021  -0.599
H49 -0.716 3.304 6.890  0.320
H50 0.247 1.349 1.016  0.136
C26 1.036 7.245 4.618  -0.243
H51 -4.799 -6.238 -9.426  0.362
H52 -2.933 -9.305 -9.912  0.200
H53 10.274 -0.404 5.938  0.317
H54 0.133 6.256 -4.261  0.320
B2 -5.487 -0.412 -0.513  0.557
H55 -0.184 7.333 -2.137  0.332
C27 3.423 4.174 3.419  0.025
H56 1.484 5.876 6.255  0.214
O21 -3.073 -6.420 -6.244  -0.599
H57 -2.368 -6.596 -9.805  0.233
C28 -4.190 6.695 -2.007  -0.248
C29 -1.814 -9.635 -8.094  -0.377
P4 -3.559 -1.612 -1.604  0.593
H58 7.486 1.633 8.049  0.225
H59 -1.637 2.166 5.892  0.365
H60 -5.169 6.981 -1.617  0.374
H61 -0.247 1.449 -0.666  -0.043
H62 -2.063 4.659 5.433  0.334
N2 0.003 -1.081 -0.279  0.979
H63 5.953 3.079 6.621  0.241
C30 -2.876 -10.035 -9.104  -0.981
H64 3.133 5.621 1.828  0.265
O22 -3.741 -2.267 -0.301  -0.752
P5 -3.308 -8.000 -6.661  1.217
H65 -0.114 -3.109 -0.961  0.178
H66 -0.894 -6.906 -4.844  0.439
H67 4.046 6.231 3.203  0.213
H68 10.136 1.942 5.010  0.204
H69 -2.190 -5.976 1.097  0.377
H70 6.078 -1.740 7.368  0.287
H71 -3.505 -6.374 -1.147  0.300
H72 4.223 3.875 4.098  0.060
C31 -1.271 4.077 4.957  -0.308
H73 -1.995 -5.755 -8.309  0.212
O23 2.288 4.492 4.220  -0.296
C32 3.883 5.353 2.577  -1.053
H74 -0.829 -9.674 -8.562  0.312
H75 0.076 2.479 5.567  0.266
H76 -1.277 -5.881 -3.451  0.080
O24 -3.057 3.907 -2.841  -0.401
H77 4.356 -2.020 7.674  0.359
H78 0.995 -2.073 -1.942  0.585
H79 0.604 -2.496 2.833  0.377
H80 4.363 -0.501 5.774  0.348
H81 9.240 1.322 3.627  0.281

Results
Spin multiplicity = 1
Maximum force = 8.82 eV Å⁻¹
Orbital gap = 7.5 eV
HOMO level = -8.83 eV

---

No. 3
A cluster of 11 separate species, C32H82BN14O18 in total in a non-equilibrium geometry. Source: the Open Molecules 2025 dataset; level of theory: wB97M-V/def2-TZVPD.

Last column: Mulliken charge in e.
Element x y z (Å)
H1 4.849 27.066 -14.616  0.306
H2 16.377 24.155 -12.939  0.316
H3 5.903 26.376 -19.567  0.300
H4 13.737 21.189 -13.363  0.282
H5 11.097 29.579 -11.190  0.195
H6 7.859 17.326 -7.504  0.152
H7 7.040 23.901 -15.831  0.351
H8 15.423 20.837 -13.048  0.300
O1 15.097 22.302 -14.504  -0.253
H9 15.333 28.694 -15.616  0.196
H10 11.436 29.159 0.523  0.343
N1 8.115 15.242 -8.837  -0.387
H11 7.921 33.382 -8.834  0.284
C1 14.719 21.122 -13.830  -0.790
H12 11.068 29.299 -1.199  0.288
B1 11.384 24.054 -8.716  1.112
O2 10.245 15.550 -8.396  -0.654
H13 3.770 26.673 -10.285  0.142
H14 14.701 20.250 -14.484  0.299
C2 3.763 24.700 -10.128  0.740
C3 16.792 20.765 -4.428  0.616
O3 9.877 25.629 -11.437  -0.658
H15 14.335 27.353 -14.888  0.170
H16 5.074 21.641 -6.169  0.381
C4 12.086 24.892 -10.697  0.668
C5 17.370 24.178 -13.387  -1.337
N2 2.528 24.892 -9.679  -0.403
H17 17.454 24.963 -14.139  0.314
O4 12.815 25.327 -11.648  -0.707
C6 16.841 21.240 -5.921  -0.823
N3 13.440 28.484 -5.348  -0.401
N4 12.598 30.417 -5.233  -0.393
O5 11.953 29.096 -6.853  -0.576
H18 3.767 17.680 -6.095  0.243
N5 14.725 27.889 -15.650  -0.394
N6 11.524 30.428 -10.849  -0.684
H19 18.148 19.189 -4.445  0.369
C7 2.900 19.947 -6.819  -0.685
C8 17.506 22.729 -13.851  0.694
O6 4.375 23.634 -10.311  -0.691
H20 4.010 19.527 -4.904  0.310
H21 8.971 28.664 1.346  0.277
H22 5.368 23.607 -15.608  0.326
H23 16.027 20.647 -6.338  0.291
H24 9.093 32.302 0.487  0.311
H25 13.998 25.700 -15.873  0.162
C9 16.458 22.389 -14.901  -0.766
H26 10.019 32.110 -9.259  0.378
N7 4.594 18.236 -6.258  -0.714
C10 9.919 31.596 0.570  -1.253
H27 19.246 22.186 -13.506  0.326
C11 0.599 20.298 -6.777  -0.677
H28 5.247 25.843 -10.754  0.222
O7 10.087 27.741 -0.277  -0.399
H29 8.873 30.102 -0.759  0.278
H30 17.357 22.087 -12.982  0.196
C12 7.665 33.387 -9.894  -0.710
H31 -0.196 20.497 -6.059  0.257
C13 9.634 31.819 -10.236  -0.670
H32 13.316 27.522 -5.629  0.222
H33 17.675 20.733 -6.407  0.409
H34 8.274 14.452 -9.446  0.212
H35 6.592 26.376 -15.208  0.333
H36 14.134 28.742 -4.661  0.152
H37 9.306 27.410 -2.248  0.334
H38 2.235 25.833 -9.454  0.166
H39 2.896 19.447 -7.788  0.381
H40 11.400 30.310 -9.854  0.159
H41 17.583 21.331 -3.936  0.303
H42 2.029 24.030 -9.512  0.226
H43 9.553 17.605 -7.556  0.163
H44 0.722 21.212 -7.358  0.244
H45 0.239 19.512 -7.440  0.296
O8 14.401 28.106 -17.860  -0.683
C14 9.136 27.386 -1.172  -0.743
H46 10.578 31.929 -0.232  0.353
C15 9.523 30.085 0.116  0.140
H47 7.351 34.419 -10.049  0.249
C16 6.183 24.235 -15.246  -1.356
H48 2.846 21.010 -7.054  0.288
H49 5.973 24.561 -19.515  0.302
C17 10.551 25.054 -10.602  0.553
O9 16.529 22.547 -6.352  -0.321
H50 9.013 26.313 -1.022  0.270
H51 18.834 21.537 -14.860  0.263
N8 8.663 29.623 1.270  -0.649
H52 11.938 31.178 -5.302  0.197
H53 10.824 31.767 -13.345  0.293
C18 11.430 23.675 -6.403  0.606
H54 6.885 32.644 -10.063  0.286
N9 13.880 26.254 -16.710  -0.336
C19 14.301 27.463 -16.830  0.697
H55 14.805 20.671 -4.363  0.284
C20 5.403 20.603 -6.208  -1.515
N10 4.316 25.827 -10.362  -0.397
H56 7.257 15.764 -8.731  0.167
N11 4.640 26.135 -14.948  -0.743
H57 5.502 26.999 -17.241  0.273
H58 6.304 24.313 -14.166  0.418
C21 17.078 19.338 -4.295  -1.590
O10 8.839 32.937 -10.627  -0.347
H59 9.113 30.875 -10.076  0.332
H60 16.835 18.965 -3.300  0.455
H61 16.313 22.261 -8.403  0.324
C22 4.231 19.601 -5.969  0.547
C23 16.881 22.883 -7.711  -0.770
H62 9.122 29.906 2.124  0.273
O11 1.730 19.766 -6.087  -0.357
H63 16.475 18.587 -4.806  0.336
C24 5.683 25.934 -17.094  -0.764
C25 10.399 30.975 -12.728  -1.332
C26 5.839 25.672 -15.562  0.486
O12 10.166 24.510 -9.445  -0.440
H64 9.355 30.806 -12.992  0.338
C27 10.645 29.067 -0.222  -0.517
H65 5.710 20.595 -7.254  0.343
O13 12.462 24.163 -9.670  -0.422
H66 13.254 30.525 -4.473  0.131
H67 11.550 32.277 -11.277  0.240
C28 11.289 22.320 -7.031  0.595
H68 4.864 25.310 -17.451  0.351
H69 17.998 24.452 -12.539  0.345
H70 7.263 25.692 -19.988  0.302
N12 8.779 16.983 -7.740  -0.313
H71 16.607 23.899 -7.992  0.268
H72 8.152 27.845 -1.083  0.314
H73 16.678 21.376 -15.236  0.345
O14 11.165 21.199 -6.508  -0.688
H74 6.240 20.502 -5.517  0.396
H75 17.927 22.656 -7.916  0.331
C29 6.472 25.497 -19.263  -0.788
O15 6.812 25.546 -17.860  -0.322
C30 9.113 15.891 -8.308  0.655
H76 13.262 25.850 -17.399  0.202
H77 16.367 23.017 -15.787  0.267
C31 10.740 31.548 -11.275  0.543
H78 10.481 31.522 1.501  0.377
H79 15.282 21.923 -3.560  0.290
H80 10.923 30.106 -13.126  0.456
O16 11.524 23.821 -5.234  -0.604
H81 4.609 25.586 -14.101  0.221
N13 15.481 20.938 -3.662  -0.768
O17 11.222 22.610 -8.363  -0.587
C32 12.565 29.300 -5.889  0.671
H82 5.251 17.987 -5.533  0.272
N14 18.814 22.428 -14.386  -0.808
O18 11.562 24.623 -7.332  -0.452

Results
Spin multiplicity = 1
Net charge = -1
Maximum force = 6.50 eV Å⁻¹
Energy relative to the best compared isomer or geometry (same formula, charge and spin) = 9.9734 eV
Orbital gap = 9.2 eV
HOMO level = -7.42 eV